Molecular formula: C5H12BaFN2O11S
Method: DFT, ωB97M-V/def2-TZVPD

CARTESIAN COORDINATES (ANGSTROEM)
Ba  0.62  1.95  0.78
N  1.56  -0.80  3.30
O  0.85  -0.46  2.31
O  1.07  -0.91  4.43
O  2.76  -1.15  3.08
N  2.96  3.58  -1.07
O  3.88  4.33  -1.45
O  3.14  2.98  0.03
O  1.90  3.37  -1.68
F  1.36  3.09  3.17
O  -1.67  1.65  -0.81
C  -2.70  1.39  0.10
C  -2.87  2.12  1.49
O  -1.76  2.45  2.28
H  -2.82  0.30  0.31
H  -3.67  1.54  -0.43
H  -3.57  1.51  2.09
H  -3.37  3.11  1.35
O  2.62  -1.81  -2.27
S  1.65  -1.60  -1.25
O  1.29  -0.30  -0.77
O  0.29  -2.28  -1.76
C  -0.87  -1.42  -1.80
C  -2.09  -2.23  -2.27
C  2.00  -2.75  0.12
H  -0.78  -0.61  -2.52
H  -1.04  -1.00  -0.81
H  -2.88  -1.52  -2.50
H  -2.33  -3.03  -1.57
H  -1.74  -2.77  -3.16
H  1.09  -2.92  0.68
H  2.61  -2.16  0.81
H  2.52  -3.64  -0.21

For the highest occupied orbital energy, the calculation gives 2.5 eV. Its charge is -3. As for the orbital gap: 3.4 eV. The LUMO energy is 5.9 eV.